# 1
DFT (the ωB97M-V functional and the def2-TZVPD basis) results for a single C4H7NO2 molecule at a distorted geometry.

```
14
Properties=species:S:1:pos:R:3:lowdin_charge:R:1
O 1.82166 0.41934 0.67990 0.056
C 0.45207 0.47571 0.52403 -0.553
O -0.04441 1.46030 1.34797 0.043
C -0.29578 -0.86226 0.68031 -0.098
C -0.70769 -1.20460 -0.72447 -0.089
C -0.60358 -0.13734 -1.54886 -0.187
N 0.10613 0.89443 -1.02769 0.059
H 1.99377 -0.38562 1.19757 0.110
H 0.41856 2.26341 1.06348 0.113
H 0.34842 -1.65612 1.07189 0.114
H -1.15761 -0.76184 1.34750 0.124
H -1.14109 -2.15398 -1.00052 0.089
H -0.82857 -0.14288 -2.61033 0.111
H -0.36187 1.79146 -1.00079 0.108
```

Values from the calculation:
- Relative energy (zero: lowest compared OMol25 entry of this formula, charge and spin): 169.86 kJ/mol
- SMILES: OC1(O)CC=CN1
- Total energy: -361.81616 hartree
- Orbital gap: 8.89 eV
- Largest force on an atom: 3.75 eV/A


# 2
DFT (the ωB97M-V functional and the def2-TZVPD basis) results for a gas-phase ion, C5H15N2 (charge +1) at a distorted geometry.

```
22
Properties=species:S:1:pos:R:3:lowdin_charge:R:1
C 1.54861 -0.27042 1.88740 -0.047
C 0.18066 0.13450 1.31539 -0.442
C -0.39326 1.34041 2.05289 -0.075
N 0.23438 0.45221 -0.14417 -0.064
C -1.03125 0.43199 -0.88454 -0.178
C -0.99269 -0.77633 -1.88996 -0.154
N 0.37146 -1.23109 -2.15107 0.176
H 1.49100 -0.51839 2.94272 0.088
H 2.21414 0.55715 1.69081 0.078
H 1.86010 -1.14925 1.30500 0.071
H -0.52448 -0.67455 1.48869 0.134
H -1.30982 1.81311 1.62465 0.086
H -0.53830 1.08856 3.09732 0.082
H 0.23034 2.24879 1.99181 0.087
H 0.78299 1.27355 -0.35296 0.120
H -1.91117 0.36648 -0.25546 0.117
H -1.21436 1.36549 -1.44583 0.129
H -1.70479 -1.58035 -1.61404 0.138
H -1.57241 -0.43451 -2.75883 0.132
H 0.90316 -0.38988 -2.42187 0.177
H 0.88178 -1.55753 -1.32924 0.163
H 0.36358 -1.89867 -2.92860 0.182
```

Values from the calculation:
- Relative energy (zero: lowest compared OMol25 entry of this formula, charge and spin): 114.51 kJ/mol
- Net charge: +1
- SMILES: CC(C)NCC[NH3+]
- Total energy: -308.74905 hartree
- Orbital gap: 9.63 eV
- Largest force on an atom: 3.60 eV/A


# 3
DFT (the ωB97M-V functional and the def2-TZVPD basis) results for 14 unconnected molecules or ions with the total composition C4H35O15 at a distorted geometry.

```
54
Properties=species:S:1:pos:R:3:lowdin_charge:R:1
C -0.72068 -2.49440 -0.54506 -0.180
O -0.47064 -1.89507 -1.83804 -0.141
C -0.17730 -1.41315 0.52557 -0.155
C -0.33260 -1.93262 1.94948 -0.200
C -0.03184 -0.88825 3.06000 -0.277
O -0.94483 0.17696 3.15485 -0.096
H -1.73822 -2.65927 -0.22502 0.061
H -0.10775 -3.40709 -0.63588 0.114
H -0.78011 -0.97946 -2.02846 0.032
H -0.88352 -0.61609 0.39451 0.086
H 0.81184 -0.96119 0.38336 0.099
H -1.29356 -2.42428 2.02951 0.084
H 0.41229 -2.78560 2.04864 0.131
H 0.97625 -0.56136 2.84694 0.099
H 0.00637 -1.48098 3.97115 0.101
H -4.66558 -1.33522 -0.86379 0.044
H -3.53424 -0.34428 -0.86205 -0.014
O -3.69938 -1.32387 -0.84854 -0.084
H 3.45161 -1.00709 -0.00028 0.053
H 2.79852 -1.35804 1.34642 0.021
O 3.65028 -1.20464 0.93840 -0.049
H 0.64068 3.62158 -1.68973 0.075
H -0.06782 2.64243 -0.73258 0.021
O 0.56194 2.67019 -1.53394 -0.106
H -4.15110 0.37095 2.67966 0.066
H -3.57090 1.80011 -1.26884 -0.001
O -3.07137 1.26621 -0.64950 -0.338
H -2.02707 2.46552 -0.25814 0.022
H -1.12714 2.43251 1.04712 0.053
O -1.28283 2.95615 0.24828 -0.095
H -0.92080 1.47711 -2.16672 -0.011
H -2.04742 0.75645 -1.51353 0.008
O -1.31817 0.60866 -2.33188 -0.167
H 2.54608 1.12482 -2.70515 0.080
H 1.53344 1.34834 -1.76659 0.025
O 2.40745 0.87456 -1.77530 -0.086
H 1.21145 -2.52688 -2.18457 -0.008
H 1.60566 -3.59004 -3.02424 0.031
O 1.97840 -3.13235 -2.25546 -0.096
H -1.89418 -0.15889 3.11407 0.042
H -3.22204 -0.16788 1.65708 0.067
O -3.46190 -0.29508 2.61459 -0.048
H 3.13123 2.54497 0.93238 -0.007
H 1.94529 3.35517 1.14318 0.023
O 2.89978 3.43538 1.26951 -0.079
H 4.29369 0.57240 0.64460 0.020
H 3.78162 1.17730 -0.72848 0.005
O 4.28293 1.37780 0.09983 -0.092
H 3.78812 3.78768 -1.01552 0.019
H 3.21735 2.64796 -1.68806 -0.023
O 3.49246 3.56193 -1.90381 -0.075
H -3.76781 -2.85064 0.56948 -0.009
H -3.39234 -3.53023 1.86392 0.028
O -3.57954 -3.72885 0.93562 -0.072
```

Values from the calculation:
- Relative energy (zero: lowest compared OMol25 entry of this formula, charge and spin): 254.56 kJ/mol
- Net charge: -1
- Total energy: -1302.07036 hartree
- Orbital gap: 9.18 eV
- Largest force on an atom: 3.86 eV/A


# 4
DFT (the ωB97M-V functional and the def2-TZVPD basis) results for a molecular structure, C26H32N11NaO2PS3.

```
76
Properties=species:S:1:pos:R:3:lowdin_charge:R:1
Na 0.64613 0.76635 -0.00502 0.116
N 4.41226 2.07164 2.49999 0.030
C 3.17234 1.85566 1.96413 -0.908
S 2.64808 0.22661 1.82865 0.534
N 2.56756 2.97754 1.59254 -0.039
N 1.35633 2.77335 1.05259 -0.050
C 0.71409 3.78167 0.61179 -0.113
C -0.62328 3.61986 0.02954 -0.260
C -1.22446 4.73348 -0.56261 -0.034
C -2.47477 4.60316 -1.13603 -0.078
C -3.09491 3.36147 -1.11402 -0.072
C -2.42488 2.30513 -0.51535 -0.135
N -1.22701 2.42096 0.05511 0.114
H 4.82310 1.30377 2.99725 0.053
H 4.62896 3.01411 2.77851 0.076
H 1.13387 4.78920 0.61681 0.110
H -0.69439 5.67704 -0.57835 0.105
H -2.95509 5.45215 -1.60718 0.100
H -4.06652 3.20179 -1.56147 0.095
H -2.85314 1.30675 -0.51305 0.077
O 0.93468 3.22583 -3.91262 0.043
C 1.62150 2.36865 -4.68324 -0.276
C 2.07204 2.81244 -5.92885 -0.030
C 2.76661 1.96133 -6.76679 -0.110
C 3.02676 0.64809 -6.37917 -0.113
C 2.58331 0.20621 -5.14523 -0.038
C 1.88287 1.04607 -4.28091 -0.073
C 1.41579 0.57481 -2.94228 -0.433
O 0.85645 1.41671 -2.16469 -0.072
N 1.63789 -0.70484 -2.68719 0.014
N 1.23906 -1.08380 -1.41929 -0.084
C 1.58944 -2.26264 -1.12922 -0.932
S 2.57375 -3.28222 -2.20269 0.889
C 2.76135 -4.62584 -0.99185 -0.555
C 2.64028 -4.05045 0.40961 -0.523
S 1.16875 -3.00268 0.40887 0.872
H 0.69440 2.69465 -3.09312 0.064
H 1.85612 3.83528 -6.21215 0.108
H 3.10967 2.32263 -7.72930 0.092
H 3.57462 -0.01854 -7.03329 0.087
H 2.77418 -0.80540 -4.81251 0.099
H 3.73924 -5.08176 -1.15254 0.067
H 1.98912 -5.37792 -1.15822 0.061
H 3.50532 -3.43918 0.66671 0.080
H 2.50696 -4.82740 1.16143 0.074
N -1.85903 -3.09774 -1.45871 0.049
C -1.38018 -2.45714 -2.57512 -0.119
C -1.67647 -1.14265 -2.38786 -0.157
N -2.31993 -0.96309 -1.18293 0.064
C -2.41037 -2.15752 -0.64922 -0.217
H -1.71543 -4.06233 -1.22332 0.137
H -0.84399 -2.97092 -3.35358 0.109
H -1.42348 -0.30843 -3.02197 0.102
H -2.84032 -2.37552 0.31746 0.101
C -3.58705 -1.31979 3.91430 -0.209
N -2.76533 -1.47748 2.72085 -0.158
C -1.76044 -2.50721 2.98526 -0.215
N -0.93866 -2.25069 4.16273 -0.151
C -1.82187 -2.06536 5.30740 -0.212
N -2.83121 -1.02215 5.12897 -0.162
C -2.20276 0.30259 5.03639 -0.361
P -0.99126 0.51473 3.62457 1.017
C -2.12792 -0.20520 2.33332 -0.348
C -0.07454 -1.07758 3.95468 -0.354
H -4.12909 -2.25599 4.07593 0.119
H -4.31304 -0.52206 3.74264 0.121
H -1.11499 -2.60266 2.11156 0.072
H -2.28528 -3.45575 3.14101 0.123
H -1.21895 -1.82618 6.18614 0.120
H -2.34464 -3.00883 5.48839 0.118
H -1.68485 0.50832 5.97684 0.074
H -2.98959 1.05598 4.93903 0.074
H -1.58240 -0.35927 1.39890 0.056
H -2.90957 0.52350 2.10297 0.080
H 0.56072 -0.94960 4.83408 0.082
H 0.59746 -1.25567 3.11400 0.014
```

Values from the calculation:
- Relative energy (zero: lowest compared OMol25 entry of this formula, charge and spin): 72.74 kJ/mol
- Net charge: -1
- Total energy: -3461.12540 hartree
- Orbital gap: 6.47 eV
- Largest force on an atom: 0.38 eV/A


Please write out number 1 again, unchanged.
DFT (the ωB97M-V functional and the def2-TZVPD basis) results for a single C4H7NO2 molecule at a distorted geometry.

```
14
Properties=species:S:1:pos:R:3:lowdin_charge:R:1
O 1.82166 0.41934 0.67990 0.056
C 0.45207 0.47571 0.52403 -0.553
O -0.04441 1.46030 1.34797 0.043
C -0.29578 -0.86226 0.68031 -0.098
C -0.70769 -1.20460 -0.72447 -0.089
C -0.60358 -0.13734 -1.54886 -0.187
N 0.10613 0.89443 -1.02769 0.059
H 1.99377 -0.38562 1.19757 0.110
H 0.41856 2.26341 1.06348 0.113
H 0.34842 -1.65612 1.07189 0.114
H -1.15761 -0.76184 1.34750 0.124
H -1.14109 -2.15398 -1.00052 0.089
H -0.82857 -0.14288 -2.61033 0.111
H -0.36187 1.79146 -1.00079 0.108
```

Values from the calculation:
- Relative energy (zero: lowest compared OMol25 entry of this formula, charge and spin): 169.86 kJ/mol
- SMILES: OC1(O)CC=CN1
- Total energy: -361.81616 hartree
- Orbital gap: 8.89 eV
- Largest force on an atom: 3.75 eV/A


> What is the relative energy (zero: lowest compared OMol25 entry of this formula, charge and spin) in the third record?

254.56 kJ/mol